Density functional theory data (ωB97M-V with the def2-TZVPD basis set) for 6 unconnected molecules or ions with the total composition C12H30Cl7O8P2.

## Properties
E_LUMO: 2.28 eV
HOMO: -6.15 eV
Spin multiplicity: 1
Total charge: -1
Gap between HOMO and LUMO: 8.4 eV
M: 612.48 g/mol

Positions of all 59 atoms, in Å:
Cl1 12.31 -20.24 -35.47
Cl2 10.47 -24.63 -36.07
C1 10.59 -23.31 -34.87
C2 11.90 -23.30 -34.12
Cl3 12.14 -24.76 -33.11
H1 9.76 -23.45 -34.17
H2 10.47 -22.35 -35.36
H3 11.88 -22.44 -33.46
H4 12.76 -23.14 -34.76
Cl4 15.98 -17.47 -37.52
C3 14.95 -18.81 -36.96
C4 15.74 -19.93 -36.36
Cl5 16.74 -20.78 -37.60
H5 14.34 -19.19 -37.78
H6 14.26 -18.41 -36.22
H7 15.04 -20.68 -35.99
H8 16.40 -19.57 -35.58
Cl6 11.65 -22.70 -39.91
C5 12.73 -21.98 -38.67
C6 13.43 -22.99 -37.80
Cl7 14.52 -24.09 -38.70
H9 12.10 -21.38 -38.02
H10 13.42 -21.31 -39.19
H11 12.69 -23.60 -37.28
H12 14.01 -22.47 -37.05
C7 6.80 -18.25 -41.61
O1 7.15 -18.81 -40.34
P1 8.21 -18.10 -39.42
O2 8.92 -16.99 -40.05
O3 7.41 -17.68 -38.10
C8 6.40 -16.71 -38.20
O4 9.03 -19.32 -38.91
C9 10.16 -19.11 -38.03
H13 5.87 -17.68 -41.51
H14 6.65 -19.08 -42.30
H15 7.60 -17.61 -41.98
H16 5.44 -17.12 -37.88
H17 6.28 -16.31 -39.22
H18 6.63 -15.85 -37.56
H19 10.15 -19.87 -37.25
H20 10.14 -18.11 -37.60
H21 11.07 -19.23 -38.61
C10 9.80 -13.46 -37.26
O5 11.18 -13.37 -36.91
P2 11.75 -13.94 -35.57
O6 13.11 -13.52 -35.25
O7 11.51 -15.49 -35.69
C11 12.57 -16.44 -35.43
O8 10.63 -13.49 -34.54
C12 10.82 -13.92 -33.19
H22 9.16 -13.12 -36.45
H23 9.54 -14.50 -37.50
H24 9.65 -12.83 -38.13
H25 12.79 -16.55 -34.37
H26 13.49 -16.11 -35.93
H27 12.25 -17.39 -35.85
H28 11.84 -14.24 -32.99
H29 10.15 -14.76 -32.97
H30 10.60 -13.09 -32.52